Entry 1:
# C8H16N2O5

A single C8H16N2O5 molecule (the ωB97M-V functional and the def2-TZVPD basis, the OMol25 dataset).

Summary:
- Energy above the lowest of the compared OMol25 structures with the same formula, charge and spin: 58.1 kcal/mol
- Maximum force: 3.5 eV/Å
- HOMO-LUMO gap: 10.189 eV
- Structure (SMILES): C[C@@H](O)[C@H](N)C(=O)N[C@H](C(=O)O)[C@@H](C)O
- HOMO energy: -9.68 eV

The geometry in ORCA input format:
```
! RIJCOSX wB97M-V def2-TZVPD def2/J DEFGRID3
* xyz 0 1
C 3.7549 -0.3018 0.2145
C 2.6412 0.7306 0.3738
O 2.3950 1.8353 -0.5532
C 1.1540 0.0730 0.6212
N 0.8826 -1.0162 1.5399
C 0.7517 -0.4222 -0.8128
O 1.4076 -1.3241 -1.3603
N -0.2976 0.2461 -1.4954
C -1.5766 0.5149 -0.6772
C -1.6621 1.8608 0.0360
O -2.3578 2.1334 0.9834
O -0.9096 2.9292 -0.5032
C -2.0727 -0.7268 0.0504
C -3.6430 -1.0057 0.2037
O -1.6387 -1.9152 -0.5258
H 3.7303 -0.7488 -0.8027
H 3.4146 -0.9896 1.0038
H 4.7600 0.0406 0.3907
H 2.8648 1.3444 1.3278
H 1.9644 1.3993 -1.3014
H 0.4881 0.8879 0.9876
H 0.9111 -0.6376 2.4625
H 1.3312 -1.8669 1.4058
H -0.4798 -0.2535 -2.3711
H -2.3170 0.6743 -1.4952
H -0.6757 2.5929 -1.3638
H -1.6620 -0.5787 1.0420
H -4.1033 -1.1038 -0.8065
H -3.7413 -1.9874 0.7126
H -4.2972 -0.0934 0.6329
H -1.0172 -2.2911 0.0801
*
```

Entry 2:
# C8H16N3O

A gas-phase ion, C8H16N3O (charge +1) (the ωB97M-V functional and the def2-TZVPD basis, the OMol25 dataset).

Summary:
- Energy above the lowest of the compared OMol25 structures with the same formula, charge and spin: 34.7 kcal/mol
- Maximum force: 4.2 eV/Å
- HOMO-LUMO gap: 8.720 eV
- Structure (SMILES): [NH2+]=C(CCO)N1C=CNCCC1
- HOMO energy: -11.90 eV

The geometry in ORCA input format:
```
! RIJCOSX wB97M-V def2-TZVPD def2/J DEFGRID3
* xyz 1 1
N 1.0143 -2.4326 -0.7923
C 0.3925 -1.2119 -1.0226
C 0.4480 -0.6167 -2.3640
C 1.7754 0.1360 -2.4906
O 1.7301 1.2953 -1.7520
N -0.0186 -0.5257 0.0274
C -0.3012 -1.1146 1.3395
C -0.7379 -0.7122 2.5588
N -1.3979 0.4112 3.1782
C -1.4924 1.5427 2.1864
C -1.7530 1.1490 0.6998
C -0.5040 0.8663 -0.1621
H 1.2752 -2.8668 0.0921
H 1.4905 -2.7893 -1.6556
H -0.3982 0.0721 -2.4931
H 0.3474 -1.3767 -3.1585
H 2.6734 -0.4786 -2.0734
H 1.9503 0.3072 -3.5242
H 2.4712 1.8714 -1.9759
H 0.2956 -2.0424 1.5814
H -0.4303 -1.4810 3.2546
H -0.8668 0.6530 4.0103
H -0.5657 2.0809 2.3631
H -2.3615 2.1707 2.4950
H -2.1292 2.0516 0.3385
H -2.4924 0.4702 0.5175
H -0.7037 1.0408 -1.1288
H 0.2888 1.5301 -0.0497
*
```

Entry 3:
# C8H16N4O2

A single C8H16N4O2 molecule (the ωB97M-V functional and the def2-TZVPD basis, the OMol25 dataset).

Summary:
- Energy above the lowest of the compared OMol25 structures with the same formula, charge and spin: 36.3 kcal/mol
- Maximum force: 12.2 eV/Å
- HOMO-LUMO gap (alpha / beta): 4.391 / 6.098 eV
- HOMO energy (alpha / beta): -3.68 / -9.08 eV

The geometry in ORCA input format:
```
! RIJCOSX wB97M-V def2-TZVPD def2/J DEFGRID3
* xyz 0 3
C 2.3935 -1.4221 0.5816
C 0.6028 0.9339 -1.1942
C 1.6068 1.9177 -0.3291
C 0.6955 0.3865 1.1382
C 3.0936 1.8387 -0.9585
C -3.1841 -1.8773 -0.7503
C -0.9207 -0.8536 -0.4274
C -2.5011 -0.6162 -0.3151
N 3.1410 -2.0087 -0.0448
N -0.1130 0.2886 -0.1091
N -0.1253 0.6002 2.3243
N 1.5617 -0.8981 1.4046
O 1.5940 1.4437 0.9915
O -2.7755 -0.2438 1.0970
H -0.2162 1.4693 -1.7978
H 1.1527 0.1984 -1.8196
H 1.2911 2.8669 -0.5148
H 3.5395 0.9243 -0.9332
H 3.4359 2.6633 -0.3962
H 2.9971 2.1765 -1.9851
H -3.2476 -2.6679 0.0397
H -4.1609 -1.6634 -0.8227
H -2.7287 -2.4108 -1.6119
H -0.6632 -1.5684 0.4326
H -0.6589 -1.2228 -1.4256
H -2.8760 0.1854 -0.9812
H 0.4275 1.0230 3.1049
H -1.0024 1.0963 2.1077
H 0.9245 -1.5415 1.8608
H -3.2836 -1.0182 1.3338
*
```

Entry 4:
# C8H16N4O2P

A gas-phase ion, C8H16N4O2P (charge +1) (the ωB97M-V functional and the def2-TZVPD basis, the OMol25 dataset).

Summary:
- Maximum force: 6.0 eV/Å
- HOMO-LUMO gap: 8.193 eV
- HOMO energy: -12.61 eV

The geometry in ORCA input format:
```
! RIJCOSX wB97M-V def2-TZVPD def2/J DEFGRID3
* xyz 1 1
C 3.4630 -2.7277 0.0733
C 2.3628 -2.1735 0.7834
N 1.9156 -0.7786 0.5254
N 2.5581 0.3836 0.8050
C 1.6431 1.3768 0.3363
P 2.2585 3.1456 0.6435
O 2.8874 3.7189 -0.8338
O 0.9128 4.0803 1.1461
N 0.4487 0.8684 -0.2469
C 0.6559 -0.5760 -0.0963
N -0.2656 -1.4483 -0.4843
C -1.5642 -1.1355 -1.1374
C -2.7577 -0.7475 -0.1540
C -3.6886 0.2982 -0.9734
C -2.3259 0.0064 1.1806
H 3.4971 -2.7725 -1.0615
H 4.3364 -3.2091 0.6209
H 1.7469 -2.7617 1.5414
H 3.4680 0.4892 1.2756
H 2.3039 3.4169 -1.5627
H 0.8424 4.8401 0.5192
H -0.0423 -2.4469 -0.3503
H -1.4023 -0.3691 -1.9643
H -1.8856 -2.0921 -1.6805
H -3.3384 -1.6741 0.1379
H -4.2212 -0.2506 -1.8081
H -4.3654 0.8992 -0.2962
H -2.9472 1.0237 -1.4609
H -1.4139 -0.4885 1.6741
H -3.1248 0.0593 1.9777
H -1.9577 1.0451 0.8699
*
```

no.,total energy (Eh)
1,-800.102827
2,-553.631172
3,-683.632877
4,-1024.908486